[1]
Entry from OMol25: a cluster of 2 separate species, C4H5N2OS in total at a distorted geometry (ωB97M-V with the def2-TZVPD basis set).

Atoms and positions in Å:
C 0.035 -0.496 0.574
C -0.928 0.177 -0.205
C 1.117 0.641 -0.859
C -0.297 -1.325 1.742
N 1.266 -0.200 0.149
N -0.190 0.868 -1.145
O -2.187 0.058 -0.194
S 1.382 2.316 -3.538
H 1.837 1.245 -1.231
H -0.772 -0.740 2.681
H 0.585 -1.818 2.208
H -1.034 -2.220 1.554
H -0.814 1.495 -1.735

Calculated values
Total charge: -1
HOMO-LUMO gap (alpha / beta), eV: 3.6629 / 3.6037
Relative energy (zero: lowest compared OMol25 entry of this formula, charge and spin), eV: 3.538
LUMO level (alpha / beta), Ha: 0.0381 / 0.0364
DFT total energy, a.u.: -738.28423

[2]
Entry from OMol25: a cluster of 9 separate species, C20H37F3O34S8 in total at a distorted geometry (ωB97M-V with the def2-TZVPD basis set).

Atoms and positions in Å:
C 0.541 3.676 2.582
C 1.575 2.914 1.737
O 2.285 2.083 2.651
C 3.190 1.117 2.084
O 3.294 0.770 0.880
C 4.160 0.551 3.167
F 3.664 -0.610 3.594
F 5.398 0.498 2.572
F 4.276 1.475 4.113
H -0.086 3.025 3.191
H -0.098 4.164 1.845
H 0.970 4.434 3.237
H 2.252 3.675 1.348
H 1.174 2.349 0.895
C -1.224 -0.502 0.240
C -0.607 0.763 0.807
O 0.800 0.701 0.504
S 1.057 -0.136 -0.957
O 2.275 -0.945 -0.917
O 0.826 0.804 -1.971
O -0.318 -1.049 -0.745
H -2.161 -0.249 -0.256
H -1.298 -1.224 1.053
H -0.959 0.789 1.839
H -0.955 1.730 0.445
C -1.983 -1.161 -2.449
C -1.203 -0.085 -3.106
O -1.683 -0.021 -4.481
S -2.049 -1.538 -4.969
O -0.852 -2.260 -5.325
O -3.112 -1.567 -5.927
O -2.539 -1.934 -3.480
H -2.763 -0.754 -1.806
H -1.409 -1.850 -1.829
H -0.161 -0.402 -3.118
H -1.245 0.868 -2.578
C -0.284 -4.969 -0.719
C -1.312 -5.114 -1.774
O -2.125 -3.979 -1.775
S -2.337 -3.359 -0.248
O -3.297 -4.182 0.518
O -2.413 -1.922 -0.276
O -0.726 -3.835 0.037
H 0.771 -4.801 -0.937
H -0.217 -5.881 -0.126
H -1.990 -5.920 -1.494
H -0.819 -5.176 -2.745
C 1.691 -1.110 -3.756
C 2.914 -1.665 -3.058
O 2.532 -3.023 -2.882
S 0.873 -3.263 -2.649
O 0.531 -3.239 -1.228
O 0.367 -4.348 -3.533
O 0.617 -1.782 -3.271
H 1.810 -1.227 -4.833
H 1.426 -0.075 -3.538
H 2.990 -1.203 -2.074
H 3.860 -1.643 -3.600
C -1.965 -1.890 3.392
C -2.583 -3.029 2.525
O -3.473 -2.450 1.631
S -3.899 -0.881 2.099
O -4.727 -1.047 3.259
O -4.308 0.060 1.034
O -2.378 -0.650 2.760
H -0.896 -1.816 3.187
H -2.140 -2.006 4.461
H -3.152 -3.703 3.166
H -1.800 -3.629 2.062
C -1.099 3.927 -2.057
C -0.804 2.459 -1.893
O -2.003 1.787 -1.632
S -3.222 2.885 -1.393
O -3.140 3.331 0.023
O -4.520 2.541 -2.023
O -2.385 3.919 -2.371
H -0.467 4.379 -2.822
H -0.952 4.509 -1.147
H -0.062 2.341 -1.103
H -0.588 2.022 -2.868
C -0.410 0.568 5.723
C 0.358 1.782 5.182
O 1.182 1.366 4.064
S 0.761 -0.190 3.593
O 1.706 -1.223 4.090
O 0.347 -0.269 2.194
O -0.626 -0.187 4.537
H -1.383 0.704 6.196
H 0.181 -0.089 6.360
H 0.919 2.261 5.984
H -0.409 2.420 4.744
C 3.936 2.782 -0.720
C 2.919 1.719 -1.106
O 2.257 2.368 -2.203
S 1.924 3.926 -1.878
O 1.011 4.068 -0.797
O 1.751 4.743 -3.119
O 3.404 4.004 -1.218
H 4.840 2.711 -1.326
H 4.269 2.831 0.317
H 2.256 1.388 -0.306
H 3.472 0.874 -1.515

Calculated values
HOMO-LUMO gap, eV: 9.4144
Relative energy (zero: lowest compared OMol25 entry of this formula, charge and spin), eV: 28.327
LUMO level, Ha: -0.0162
SMILES: CCOC(=O)C(F)(F)F.O=S1(=O)OCCO1.O=S1(=O)OCCO1.O=S1(=O)OCCO1.O=S1(=O)OCCO1.O=S1(=O)OCCO1.O=S1(=O)OCCO1.O=S1(=O)OCCO1.O=S1(=O)OCCO1
DFT total energy, a.u.: -6826.36287

[3]
Entry from OMol25: a cluster of 2 separate species, CH6NO2 in total at a distorted geometry (ωB97M-V with the def2-TZVPD basis set).

Atoms and positions in Å:
N -0.361 2.035 0.181
H -0.027 1.719 1.093
H 0.447 2.286 -0.401
H -0.955 2.844 0.381
H -0.854 1.282 -0.296
O 0.290 -0.712 -0.222
C 0.629 -1.863 -0.385
O -0.040 -2.933 -0.042
H 1.588 -2.022 -0.886
H -0.718 -2.637 0.577

Calculated values
Total charge: +1
HOMO-LUMO gap, eV: 10.9801
Relative energy (zero: lowest compared OMol25 entry of this formula, charge and spin), eV: 0.230
LUMO level, Ha: -0.1490
DFT total energy, a.u.: -246.69530

[4]
Entry from OMol25: an isolated molecule of C2H7ClN2 at a distorted geometry (ωB97M-V with the def2-TZVPD basis set).

Atoms and positions in Å:
C -1.332 -0.727 -0.518
C -0.003 -0.695 0.364
N 0.580 1.551 -0.230
N 1.003 0.152 -0.287
Cl 2.648 0.064 0.430
H -0.991 -1.211 -1.510
H -1.952 -1.329 0.106
H -1.485 0.358 -0.539
H -0.144 -0.204 1.422
H 0.225 -1.795 0.348
H -0.025 1.814 0.525
H 1.476 2.022 -0.112

Calculated values
HOMO-LUMO gap, eV: 9.6362
Relative energy (zero: lowest compared OMol25 entry of this formula, charge and spin), eV: 1.197
LUMO level, Ha: 0.0289
SMILES: CCN(N)Cl
DFT total energy, a.u.: -649.99447

[5]
Entry from OMol25: the ion C3HBrNO2S with charge -1 at a distorted geometry (ωB97M-V with the def2-TZVPD basis set).

Atoms and positions in Å:
C 1.372 0.539 0.545
C 2.786 -0.993 -0.393
C 0.115 -1.252 -0.661
N 0.246 -0.095 0.002
O 3.970 -1.041 -0.325
O -0.940 -1.778 -0.944
S 1.663 -2.109 -1.101
Br 1.774 2.162 -0.597
H -0.642 0.367 0.165

Calculated values
Total charge: -1
HOMO-LUMO gap, eV: 6.5784
Relative energy (zero: lowest compared OMol25 entry of this formula, charge and spin), eV: 0.497
LUMO level, Ha: 0.1256
DFT total energy, a.u.: -3292.33441

[6]
Entry from OMol25: a cluster of 4 separate species, C30H34Br2F3N4O12PS in total at a distorted geometry (ωB97M-V with the def2-TZVPD basis set).

Atoms and positions in Å:
C 3.126 1.044 -2.942
C 3.146 -0.338 -3.847
Br 3.418 -0.301 -5.849
C 2.956 -1.712 -3.245
Br 2.990 -3.359 -4.438
C 2.691 -1.901 -1.639
C 3.884 -1.500 -0.539
N 5.247 -0.922 -0.971
C 3.693 -1.658 1.106
C 2.254 -2.262 1.614
C 2.038 -2.421 3.261
C 2.175 -0.997 4.065
O 3.318 -0.794 4.761
N 1.127 0.094 4.146
C 0.245 0.153 2.918
C 1.784 1.482 4.217
C 1.081 -2.693 0.511
C 1.226 -2.516 -1.114
N 0.206 -2.886 -2.163
C -1.221 -2.669 -1.717
C -2.384 -2.192 -2.821
C -1.929 -1.937 -4.377
C -3.096 -1.320 -5.349
O -2.523 -0.422 -6.407
C -3.974 -1.993 -2.342
C -4.484 -2.226 -0.783
P -6.274 -2.019 -0.153
N -6.896 -3.722 -0.018
O -7.275 -1.111 -1.279
C -3.347 -2.695 0.301
C -1.794 -2.910 -0.177
S -0.557 -3.446 1.143
H 2.130 1.032 -2.309
H 3.162 1.976 -3.680
H 4.091 1.161 -2.255
H 5.420 -1.300 -1.929
H 5.919 -1.403 -0.301
H 4.584 -1.338 1.822
H 2.870 -3.182 3.638
H 1.003 -2.897 3.541
H -0.268 -0.909 2.749
H 0.974 0.288 1.985
H -0.515 1.043 2.894
H 2.405 1.634 5.217
H 2.427 1.738 3.273
H 0.908 2.281 4.249
H 0.365 -3.850 -2.561
H -1.002 -1.206 -4.424
H -1.600 -2.975 -4.854
H -3.598 -2.212 -5.921
H -3.911 -0.678 -4.806
H -1.928 0.277 -5.958
H -4.836 -1.688 -3.110
H -6.657 -4.198 -0.934
H -6.263 -4.206 0.686
H -7.738 -0.409 -0.703
H -3.634 -2.893 1.428
C -4.750 -8.194 -1.812
C -4.973 -7.725 -0.415
O -4.811 -6.328 -0.506
C -5.186 -6.010 -1.777
O -5.445 -4.878 -2.152
O -5.245 -7.116 -2.580
F -4.022 -8.210 0.415
H -3.690 -8.348 -2.043
H -5.294 -9.116 -2.033
H -5.967 -7.955 -0.017
C 4.662 5.293 3.706
C 3.515 5.153 2.764
O 2.443 5.748 3.460
C 3.018 6.691 4.259
O 2.404 7.593 4.804
O 4.369 6.507 4.369
F 3.217 3.851 2.556
H 4.708 4.481 4.440
H 5.622 5.351 3.187
H 3.658 5.662 1.805
C 0.722 9.603 1.277
C 2.005 10.122 1.831
O 2.812 8.970 1.925
C 2.371 8.145 0.935
O 2.991 7.179 0.522
O 1.152 8.537 0.454
F 1.826 10.620 3.075
H 0.052 9.216 2.051
H 0.186 10.357 0.694
H 2.499 10.866 1.197

Calculated values
HOMO-LUMO gap, eV: 7.0532
LUMO level, Ha: -0.0239
SMILES: C/C(Br)=C(/Br)c1c(N)cc(CC(=O)N(C)C)c2c1Nc1c(CCO)cc(P(N)O)cc1S2.O=C1OC[C@@H](F)O1.O=C1OC[C@@H](F)O1.O=C1OC[C@@H](F)O1
DFT total energy, a.u.: -8471.88747

Number 1: M 129.2 Da. Number 2: M 1135.0 Da. Number 3: M 64.1 Da. Number 4: M 94.5 Da. Number 5: M 195.0 Da. Number 6: M 922.5 Da.